Record 1
Computed, not measured: 2 unconnected molecules or ions with the total composition C6H14NO at a distorted geometry, with wB97M-V/def2-TZVPD.

Cartesian coordinates (Å):
H -2.406 -3.488 0.171
H 1.602 3.167 -0.337
H 2.834 -0.983 1.063
N -2.618 -1.626 -0.909
H -2.446 0.254 -1.692
C 3.553 -0.147 0.926
H 0.935 0.272 0.438
C 1.573 1.127 0.244
H 0.082 2.748 0.539
H 3.462 1.996 0.321
H -1.490 -2.145 0.861
C -2.380 -0.222 -0.675
H 4.179 -0.047 1.815
H 0.349 2.168 -1.185
C -2.458 -2.375 0.386
C 0.863 2.355 -0.210
H -3.259 0.169 -0.094
O -1.088 0.152 -0.231
H 4.128 -0.760 0.201
H -1.974 -1.988 -1.628
H -3.256 -2.086 1.060
C 2.897 1.077 0.442

Calculated values
Total charge ... -1
HOMO-LUMO gap ... 6.36 eV
LUMO energy ... 3.8497 eV

Record 2
Computed, not measured: a molecular structure, C6H14NO at a distorted geometry, with wB97M-V/def2-TZVPD.

Cartesian coordinates (Å):
H 1.643 0.971 1.469
H -0.539 0.152 -1.226
N -2.494 -1.445 -0.108
H 0.553 1.434 0.088
C 0.904 -0.623 0.205
H -2.367 -0.518 -0.697
H -3.188 1.687 0.236
C 1.426 0.814 0.413
H 1.766 -1.287 0.099
H -4.179 0.831 1.495
H 0.829 -0.698 -1.937
C -3.584 0.730 0.576
H -0.402 -1.668 -1.118
O 3.711 0.250 -0.035
H -2.085 -0.262 1.681
H 0.294 -1.005 1.033
C 2.702 1.057 -0.429
H -4.328 0.509 -0.203
H 2.937 2.158 -0.265
C 0.124 -0.713 -1.108
H 2.472 0.812 -1.503
C -2.561 -0.405 0.703

Calculated values
Total charge ... -1
HOMO-LUMO gap ... 5.19 eV
LUMO energy ... 3.0783 eV

Record 3
Computed, not measured: a gas-phase ion, C6H14NO (charge +1) at a distorted geometry, with wB97M-V/def2-TZVPD.

Cartesian coordinates (Å):
H 0.270 -2.498 -0.379
H 1.083 0.612 -1.827
C 1.239 0.710 -0.762
H -1.906 1.603 0.687
H 0.219 -1.772 1.571
C -1.057 -0.209 1.150
H 2.205 1.098 -0.570
H 2.154 -1.111 0.099
O -1.641 0.568 -1.093
H 0.851 -0.137 2.061
H -2.575 0.958 -1.217
C -1.187 0.988 0.148
H 0.098 2.559 -0.757
C 0.347 -0.721 1.271
C 0.177 1.654 -0.168
H 0.646 1.924 0.814
C 1.125 -0.688 -0.078
H 1.020 -1.830 -1.696
H -0.366 -1.145 -1.279
H -1.330 0.082 2.135
N 0.446 -1.649 -0.904
H -1.819 -0.994 0.795

Calculated values
Total charge ... +1
HOMO-LUMO gap ... 10.87 eV
SMILES string ... [NH3+][C@H]1CC[C@@H](O)CC1
LUMO energy ... -3.2128 eV

Record 4
Computed, not measured: a gas-phase ion, C6H14NO (charge +1) at a distorted geometry, with wB97M-V/def2-TZVPD.

Cartesian coordinates (Å):
H -2.113 -1.775 -0.514
H 0.657 -1.970 -0.649
H 1.806 1.884 1.615
H 1.665 0.623 -0.303
H 0.371 -0.622 -1.801
H -1.205 0.125 0.263
H 0.261 1.509 -2.210
O -0.514 2.839 -0.879
H 0.585 2.835 0.899
C -0.169 -0.244 0.245
H -1.325 -2.935 -1.457
H 0.260 -1.991 1.572
N 0.892 1.887 1.163
C -1.362 -1.857 -1.312
H -0.483 -0.712 2.352
C 0.143 1.879 -1.187
H 0.294 1.617 1.944
C 0.672 1.011 -0.024
H 1.264 -0.628 1.846
C 0.246 -0.898 1.559
C -0.049 -1.207 -0.989
H -1.898 -1.368 -2.133

Calculated values
Total charge ... +1
HOMO-LUMO gap ... 11.24 eV
SMILES string ... CC[C@@H](C)[C@H]([NH3+])C=O
LUMO energy ... -3.6632 eV

Record 5
Computed, not measured: a gas-phase ion, C6H14NO (charge +2) at a distorted geometry, with wB97M-V/def2-TZVPD.

Cartesian coordinates (Å):
C 0.397 -1.107 -0.909
C 0.101 0.979 0.260
H -0.872 -0.892 -2.621
H -1.228 -2.371 -1.562
H 1.455 -1.431 2.181
H 2.034 0.107 1.843
C -1.009 -1.289 -1.629
H -0.753 2.495 1.502
C 1.757 -0.762 1.249
H 0.873 -2.063 -0.869
H -0.201 1.282 -2.051
C -0.636 1.615 -1.091
H -0.596 0.995 2.317
H -1.784 1.234 1.172
C 0.438 -0.478 0.518
H -0.424 -0.990 0.989
H 1.004 1.631 0.375
H -1.791 -0.824 -1.045
H 2.447 -1.285 0.539
H 1.107 -0.735 -1.659
O -1.501 2.399 -0.959
N -0.817 1.490 1.450

Calculated values
Total charge ... +2
HOMO-LUMO gap (alpha / beta) ... 9.54 / 5.06 eV
Expectation value of S² ... 0.7591
LUMO energy (alpha / beta) ... -10.1267 / -14.5658 eV
Spin multiplicity ... 2

Record 6
Computed, not measured: 2 unconnected molecules or ions with the total composition C6H14NO2 at a distorted geometry, with wB97M-V/def2-TZVPD.

Cartesian coordinates (Å):
C -1.357 1.863 0.022
N 0.887 -0.044 0.516
H -3.389 -0.331 0.504
H -1.588 2.303 -0.948
H 2.295 0.084 -1.452
H 0.846 0.937 0.788
H 3.709 1.375 0.685
C -2.835 -0.109 -0.410
H -2.825 -1.007 -1.018
O 3.097 1.324 -0.071
C -1.455 0.375 -0.083
H -1.487 -2.349 0.414
H -2.106 2.225 0.725
C 2.773 0.131 -0.476
H 0.265 -2.479 0.475
H 1.184 -0.610 1.309
H 3.937 -0.911 0.681
H -3.377 0.668 -0.944
H -0.384 2.238 0.336
H -0.534 -2.253 -1.071
C -0.562 -1.976 -0.017
C -0.464 -0.492 0.145
O 3.371 -0.961 -0.110

Calculated values
Total charge ... +1
HOMO-LUMO gap ... 8.50 eV
LUMO energy ... -3.6464 eV

Result set for ΔE to the lowest compared entry with this formula, charge and spin: 155.19; 372.96; 36.27; 98.83; 289.69; 61.42 kJ/mol, one per record in the order listed.